The following is a DFT calculation (ωB97M-V/def2-TZVPD) of a single C2H2N2O4 molecule.

Structure (ORCA input):
```
! RIJCOSX wB97M-V def2-TZVPD def2/J DEFGRID3
* xyz 0 1
O 1.53154 -1.94387 0.29652
O -1.98217 -0.06513 0.66113
O -1.93313 0.23770 -1.39899
O -0.02218 1.64221 1.03030
N 0.43284 -1.41680 0.41214
N -1.39944 -0.02699 -0.37492
C 0.11211 -0.29475 -0.35401
C 0.72446 0.89118 0.53565
H 1.80622 1.00113 0.54507
H 0.72975 -0.02467 -1.35289
*
```

Values from the calculation:
HOMO level (alpha / beta) in eV: -10.38 / -10.38
LUMO (alpha / beta) in Eh: -0.05150 / -0.05150
E_tot in eV: -13269.423
HOMO-LUMO gap (alpha / beta) in eV: 9.0 / 9.0